C8H38O11 | ωB97M-V/def2-TZVPD

Geometry as XYZ:
```
57
Properties=species:S:1:pos:R:3:forces:R:3
C 12.6163 8.0358 8.2392 -0.528 -0.398 -0.939
O 12.1111 6.7650 7.8464 0.579 -0.343 -0.376
H 13.6595 8.1117 7.9384 0.122 -0.306 0.134
H 12.1086 8.8294 7.6908 -0.202 0.253 0.319
H 12.5302 8.1352 9.3060 -0.010 0.415 0.567
H 11.1494 6.7379 7.7810 -0.005 0.343 0.448
C 6.7070 11.0545 6.2754 0.188 -0.081 -0.019
O 5.5389 10.6784 5.5680 -0.180 -0.482 -0.228
H 7.5581 10.4518 5.9430 -0.400 -0.304 0.074
H 6.9841 12.0580 5.9713 0.059 0.523 0.505
H 6.5653 10.9142 7.3596 0.298 0.363 -0.335
H 4.8141 11.2387 5.8548 0.037 0.038 0.014
C 11.0420 10.8844 5.5635 0.114 0.876 -0.515
O 10.4073 10.6154 6.7866 -0.074 -1.400 0.267
H 10.4147 11.5052 4.9323 -0.145 0.308 -0.153
H 12.0193 11.3652 5.6421 -0.017 0.282 0.481
H 11.2670 10.0119 4.9591 -0.415 -0.693 0.486
H 10.1096 11.3755 7.3147 0.456 0.650 -0.429
C 8.7877 6.2537 12.6345 -1.315 -0.388 0.329
O 9.4871 6.4023 13.8521 -0.322 -0.500 0.484
H 7.6915 6.2411 12.7406 -0.006 0.137 0.509
H 8.9601 7.1270 12.0459 0.659 0.228 -0.732
H 8.9726 5.2957 12.1609 0.661 0.107 -0.518
H 9.2210 5.6502 14.4060 0.307 0.451 -0.106
C 5.5200 9.7394 12.8244 -0.579 -0.838 -0.135
O 6.6857 10.4867 13.1506 -0.366 0.290 -0.168
H 5.2067 9.0548 13.6368 0.361 0.322 -0.341
H 4.6817 10.3958 12.6364 -0.018 0.567 0.217
H 5.6184 9.1863 11.8843 0.374 -0.118 0.213
H 7.2479 9.9811 13.7302 0.237 -0.331 0.196
C 8.7866 5.9496 7.0780 0.479 -0.615 -0.150
O 9.0775 6.4678 8.3637 -0.245 0.576 -0.591
H 7.7441 6.0189 6.7886 -0.477 -0.237 0.328
H 9.3054 6.4802 6.2809 0.439 0.104 -0.070
H 9.1349 4.9136 7.0902 -0.272 0.075 -0.256
H 8.8107 7.4018 8.2791 0.087 0.100 0.722
C 6.2386 14.0055 9.3866 0.013 0.387 0.284
O 7.6048 13.6902 9.6348 -0.369 0.284 -0.642
H 6.0711 14.0470 8.3086 0.125 0.125 0.129
H 5.5493 13.2675 9.7984 0.127 -0.274 0.024
H 5.9717 14.9709 9.8572 0.125 -0.231 -0.386
H 7.6998 13.3624 10.5367 0.112 -0.424 0.431
C 8.9504 9.7306 9.6598 -0.343 -0.574 0.113
O 8.4998 9.2221 8.3967 0.321 0.031 -0.252
H 8.7854 10.7961 9.7419 0.244 0.362 -0.149
H 8.3104 9.2734 10.4194 0.206 -0.124 -0.020
H 9.9969 9.4552 9.8279 -0.158 0.195 0.096
H 9.1560 9.4940 7.7207 -0.292 0.106 0.119
O 5.5370 9.1804 9.2692 0.209 -0.023 -0.068
H 4.8046 9.0387 8.6649 -0.078 -0.034 -0.068
H 6.3285 8.9939 8.7397 0.019 0.102 0.111
O 8.1575 12.4775 11.9895 -0.390 0.392 0.479
H 7.5929 11.7217 12.2630 0.138 0.096 -0.083
H 7.9395 13.1625 12.6448 0.250 -0.350 -0.204
O 9.9255 12.8227 8.3855 -0.080 0.066 0.048
H 9.1348 13.1850 8.8408 0.078 -0.027 -0.253
H 10.5811 13.5265 8.3470 -0.137 -0.062 0.057
```
Forces are in eV/Å.

Computed properties:
- SMILES = CO.CO.CO.CO.CO.CO.CO.CO.O.O.O
- net charge = 0
- E_LUMO (eV) = 0.4
- spin multiplicity = 1
- F_max (eV/A) = 1.4
- molecular weight (g/mol) = 310.381
- calculated total energy (a.u.) = -1155.1080
- relative energy (zero: lowest compared OMol25 entry of this formula, charge and spin) (kcal per mole) = 60.03